Record 1
54
Properties=species:S:1:pos:R:3 method="wB97M-V/def2-TZVPD" energy_ev=-151259.0683 lumo_ev="-1.478 / -2.459" gap_ev="6.6 / 5.6" spin_multiplicity=2 charge=0
Pt 1.35 0.36 -0.38
C 3.20 -6.06 1.36
O 2.91 -5.38 2.57
C 2.52 -4.09 2.49
C 2.07 -3.52 3.70
C 1.58 -2.25 3.69
C 1.51 -1.49 2.51
C 0.78 -0.26 2.44
C 0.78 0.70 3.59
O 0.12 0.02 1.42
C 2.08 -2.01 1.32
O 2.29 -1.35 0.21
C 2.55 -3.34 1.34
H 3.40 -7.09 1.63
H 4.08 -5.64 0.86
H 2.35 -6.02 0.67
H 2.10 -4.12 4.60
H 1.17 -1.85 4.61
H 0.65 0.22 4.55
H 0.02 1.46 3.44
H 1.76 1.19 3.59
H 2.96 -3.72 0.41
S 3.79 4.24 -1.22
Sb 4.31 1.97 -0.92
S 3.00 1.41 1.01
S 2.65 0.89 -2.29
Br 1.66 -3.10 -4.97
C 0.50 -2.43 -3.64
C -0.87 -2.45 -3.83
C -1.67 -1.93 -2.82
C -1.07 -1.41 -1.69
N 0.25 -1.40 -1.53
C 1.03 -1.90 -2.48
H -1.29 -2.85 -4.74
H -2.74 -1.93 -2.92
H -1.65 -0.99 -0.88
H 2.10 -1.89 -2.30
O 0.20 2.43 0.03
C -0.62 2.19 -0.88
O -0.40 1.24 -1.69
C -1.87 2.99 -1.02
C -2.88 2.54 -1.86
C -4.08 3.24 -1.99
C -4.20 4.39 -1.25
O -5.27 5.25 -1.20
C -4.92 6.25 -0.25
O -3.59 6.00 0.19
C -3.20 4.84 -0.41
C -2.02 4.16 -0.27
H -2.71 1.63 -2.41
H -4.87 2.89 -2.64
H -5.61 6.21 0.59
H -4.97 7.24 -0.73
H -1.23 4.51 0.38

=====

Record 2
43
Properties=species:S:1:pos:R:3 method="wB97M-V/def2-TZVPD" energy_ev=-30024.6882 lumo_ev=-4.340 gap_ev=7.7 charge=+1 smiles="CC1=[NH+]c2ccccc2[C@H]1C(c1cccc(F)c1)c1cccc(F)c1"
C -1.09 -3.45 0.09
C -0.81 -2.17 -0.57
N -1.38 -1.87 -1.72
C -0.79 -0.76 -2.35
C -1.01 -0.36 -3.65
C -0.10 0.56 -4.19
C 0.96 1.07 -3.41
C 1.12 0.67 -2.08
C 0.25 -0.30 -1.56
C 0.30 -1.16 -0.30
C 0.23 -0.41 0.99
C -1.13 0.34 1.19
C -2.24 -0.46 1.46
C -3.51 0.08 1.70
C -3.68 1.46 1.75
C -2.57 2.25 1.49
F -2.69 3.61 1.65
C -1.33 1.73 1.09
C 1.56 0.34 1.25
C 2.68 -0.50 1.39
C 3.96 0.01 1.65
C 4.16 1.39 1.75
C 3.04 2.21 1.63
F 3.21 3.57 1.72
C 1.76 1.72 1.38
H -0.32 -3.66 0.84
H -2.07 -3.46 0.59
H -1.10 -4.27 -0.65
H -2.16 -2.39 -2.12
H -1.85 -0.78 -4.21
H -0.20 0.89 -5.22
H 1.67 1.78 -3.85
H 1.93 1.07 -1.46
H 1.24 -1.74 -0.33
H 0.24 -1.18 1.78
H -2.12 -1.55 1.47
H -4.35 -0.60 1.85
H -4.64 1.90 2.01
H -0.60 2.43 0.69
H 2.56 -1.58 1.29
H 4.79 -0.68 1.77
H 5.14 1.82 1.92
H 0.95 2.43 1.27

=====

Record 3
49
Properties=species:S:1:pos:R:3 method="wB97M-V/def2-TZVPD" energy_ev=-41985.7209 lumo_ev=0.298 gap_ev=8.4 charge=0 smiles=OC1(c2cccc(C(F)(F)F)c2)CCN(c2ncnc3c2[nH]c2ccc(F)cc23)CC1
O -0.92 3.60 -0.44
C -0.17 2.64 0.30
C 0.99 3.32 1.02
C 0.94 4.69 1.27
C 1.95 5.34 1.95
C 3.06 4.64 2.40
C 3.12 3.28 2.15
C 4.28 2.45 2.61
F 3.91 1.53 3.52
F 4.84 1.76 1.60
F 5.26 3.16 3.17
C 2.10 2.62 1.46
C -1.10 1.97 1.33
C -0.62 0.58 1.76
N -0.46 -0.29 0.62
C -1.59 -0.93 0.15
N -2.75 -0.62 0.71
C -3.86 -1.23 0.31
N -3.97 -2.14 -0.62
C -2.82 -2.51 -1.18
C -1.57 -1.95 -0.82
N -0.58 -2.58 -1.53
C -1.14 -3.54 -2.32
C -0.53 -4.44 -3.19
C -1.34 -5.31 -3.90
C -2.72 -5.27 -3.73
F -3.46 -6.15 -4.44
C -3.35 -4.40 -2.87
C -2.55 -3.52 -2.16
C 0.55 0.18 -0.30
C 0.29 1.62 -0.77
H -1.52 4.05 0.16
H 0.10 5.27 0.91
H 1.89 6.40 2.12
H 3.85 5.13 2.93
H 2.21 1.57 1.28
H -1.21 2.61 2.20
H -2.08 1.84 0.86
H -1.36 0.14 2.42
H 0.34 0.65 2.27
H -4.77 -0.93 0.81
H 0.41 -2.50 -1.36
H 0.54 -4.45 -3.32
H -0.91 -6.02 -4.59
H -4.43 -4.40 -2.75
H 0.58 -0.45 -1.19
H 1.52 0.10 0.20
H 1.17 2.01 -1.28
H -0.52 1.60 -1.51

=====

Record 4
45
Properties=species:S:1:pos:R:3 method="wB97M-V/def2-TZVPD" energy_ev=-32222.9420 lumo_ev=-0.247 gap_ev=7.7 charge=0
C 4.93 0.06 -0.97
N 3.58 -0.38 -0.59
C 2.50 0.47 -0.40
C 1.32 -0.27 -0.34
C -0.03 0.27 -0.41
C -1.20 -0.61 -0.53
C -1.21 -1.54 -1.60
C -2.34 -2.31 -1.92
C -3.51 -2.21 -1.15
C -3.50 -1.34 -0.04
C -2.35 -0.61 0.30
C 1.73 -1.69 -0.22
C 1.08 -2.91 -0.11
C 1.79 -4.11 -0.31
C 3.16 -4.11 -0.64
C 3.85 -2.90 -0.80
C 3.14 -1.71 -0.51
H 5.60 -0.80 -0.93
H 4.91 0.48 -2.00
H 5.30 0.84 -0.27
H 2.63 1.56 -0.54
H -0.11 1.34 -0.76
H -0.31 -1.63 -2.23
H -2.28 -2.99 -2.79
H -4.37 -2.80 -1.42
H -4.42 -1.24 0.58
H -2.39 0.00 1.22
H 0.02 -2.92 0.15
H 1.28 -5.06 -0.19
H 3.70 -5.06 -0.77
H 4.91 -2.87 -1.12
O -0.46 1.41 1.01
C -1.30 2.37 0.96
C -1.56 2.98 2.27
N -0.49 3.04 3.24
O 0.62 2.50 2.95
O -0.72 3.69 4.32
C -2.55 3.96 2.44
C -3.38 4.28 1.34
C -3.11 3.79 0.03
C -2.07 2.89 -0.17
H -2.54 4.51 3.40
H -4.21 4.94 1.56
H -3.76 4.14 -0.83
H -1.88 2.54 -1.21

=====

What are the ΔE to the lowest compared entry with this formula, charge and spin values for these records? In order: 1.604; 0.149; 0.000; 8.159 eV.